Entry 1:
DFT (ωB97M-V/def2-TZVPD) results for a cluster of 4 separate species, C15H24BN4 in total.

Output
- Kohn-Sham gap (eV) = 7.7
- lowest unoccupied orbital energy (hartree) = 0.0879
- spin multiplicity = 1
- total energy (eV) = -22581.1259
- total charge = -1

Atoms and positions in Å:
B -1.570 -3.853 -2.577
C -0.509 -3.719 -1.263
C -0.087 -2.328 -1.051
C -0.950 -1.501 -0.112
N 0.930 -1.799 -1.638
H -2.724 -3.623 -2.204
H -1.247 -3.050 -3.444
H -1.490 -5.000 -3.009
H -1.029 -4.081 -0.372
H 0.359 -4.356 -1.446
H -1.824 -2.045 0.238
H -0.347 -1.210 0.754
H -1.283 -0.586 -0.610
H 1.016 -0.817 -1.377
N -1.240 2.336 0.354
C -2.006 1.800 1.354
C -3.279 2.280 1.209
C -3.282 3.139 0.075
C -2.012 3.148 -0.437
H -0.267 2.135 0.202
H -1.582 1.120 2.073
H -4.117 2.037 1.839
H -4.125 3.675 -0.328
H -1.596 3.649 -1.294
N -0.766 4.885 2.380
C -0.008 4.836 3.515
C -0.083 6.062 4.125
C -0.923 6.881 3.322
C -1.327 6.122 2.254
H -0.895 4.124 1.733
H 0.516 3.939 3.796
H 0.407 6.338 5.044
H -1.200 7.905 3.509
H -1.969 6.354 1.421
N 3.161 -3.776 -1.751
C 4.411 -3.498 -1.291
C 5.213 -4.590 -1.531
C 4.399 -5.568 -2.164
C 3.140 -5.028 -2.282
H 2.360 -3.136 -1.706
H 4.633 -2.548 -0.834
H 6.259 -4.674 -1.281
H 4.700 -6.549 -2.495
H 2.231 -5.429 -2.701

Cartesian forces (eV/Å) of the 3 atoms listed first:
-0.113 0.122 0.050
0.218 -0.043 0.003
-0.241 0.035 0.036

***

Entry 2:
DFT (ωB97M-V/def2-TZVPD) results for a structure of composition C20H24N2O6 at a distorted geometry.

Output
- relative energy (zero: lowest compared OMol25 entry of this formula, charge and spin) (kcal/mol) = 532.4
- Kohn-Sham gap (eV) = 7.9
- lowest unoccupied orbital energy (hartree) = 0.0101
- spin multiplicity = 1
- total energy (eV) = -36373.3216
- total charge = 0

Atoms and positions in Å:
C -3.753 -2.681 1.700
H -3.837 -3.291 0.719
H -3.168 -3.194 2.357
H -4.700 -2.315 1.946
O -2.878 -1.807 1.160
C -3.464 -0.714 0.606
O -4.652 -0.770 0.346
C -2.447 0.445 0.185
C -2.848 1.660 -0.277
N -1.840 2.604 -0.271
C -0.658 2.766 0.231
C -0.235 1.477 0.570
C 1.240 1.091 1.123
O 1.941 2.295 1.591
O 1.574 -0.032 1.260
C 2.818 -0.295 2.025
H 3.246 0.458 2.514
C 3.876 -0.625 0.880
C 4.145 0.697 -0.248
H 3.098 0.765 -0.644
H 4.811 0.400 -0.966
H 4.123 1.615 0.499
C 3.540 -1.746 0.125
H 3.454 -2.652 0.931
H 2.567 -1.586 -0.633
H 4.357 -2.052 -0.721
H 4.884 -0.895 1.308
H 2.827 -0.959 2.537
C -1.047 0.083 0.740
C -0.385 -0.913 -0.309
C -0.345 -2.118 -0.118
C 0.111 -3.180 -1.093
C 0.656 -2.706 -2.179
C 0.584 -1.530 -2.542
C 0.039 -0.551 -1.619
N 0.119 1.091 -2.030
O 1.188 1.423 -2.392
O -0.990 1.418 -2.084
H 0.981 -1.007 -3.445
H 0.916 -3.336 -2.799
H 0.253 -4.276 -0.537
H -0.843 -2.478 1.138
H -1.015 -0.415 1.636
C 0.150 3.683 0.180
H 0.324 4.234 1.087
H -0.181 4.535 -0.403
H 1.234 3.528 -0.296
H -2.036 3.359 -0.674
C -4.136 2.093 -0.745
H -5.047 1.526 -0.028
H -4.299 3.122 -0.606
H -4.252 1.755 -1.738

Cartesian forces (eV/Å) of the 3 atoms listed first:
-0.751 -3.071 -4.661
-1.133 -0.532 2.017
0.758 -1.723 2.385

***

Entry 3:
DFT (ωB97M-V/def2-TZVPD) results for a structure of composition C5H9MgO4Sn at a distorted geometry.

Output
- relative energy (zero: lowest compared OMol25 entry of this formula, charge and spin) (kcal/mol) = 0.0
- Kohn-Sham gap (alpha / beta) (eV) = 6.3 / 6.4
- lowest unoccupied orbital energy (alpha / beta) (hartree) = 0.0027 / -0.0147
- spin multiplicity = 2
- total energy (eV) = -24794.6580
- total charge = 0

Atoms and positions in Å:
O -0.914 -1.841 -0.044
C -2.179 -1.503 0.380
C -2.311 -0.043 0.787
O -1.778 0.830 -0.218
C -2.507 0.863 -1.442
Sn -0.246 2.133 0.127
H -2.532 -2.092 1.251
H -2.909 -1.705 -0.431
H -1.739 0.147 1.706
H -3.365 0.222 0.972
H -2.147 1.710 -2.037
H -2.326 -0.057 -2.014
H -3.580 0.984 -1.234
O 2.678 -1.246 -0.192
C 3.406 -0.227 0.039
C 2.594 1.052 0.222
O 1.199 0.909 0.141
Mg 0.710 -0.942 -0.219
H 2.985 1.774 -0.523
H 2.884 1.455 1.214

Cartesian forces (eV/Å) of the 3 atoms listed first:
0.404 0.498 0.171
-0.381 -0.197 -0.423
-0.472 -0.668 0.722

***

Repeat the third record exactly.
DFT (ωB97M-V/def2-TZVPD) results for a structure of composition C5H9MgO4Sn at a distorted geometry.

Output
- relative energy (zero: lowest compared OMol25 entry of this formula, charge and spin) (kcal/mol) = 0.0
- Kohn-Sham gap (alpha / beta) (eV) = 6.3 / 6.4
- lowest unoccupied orbital energy (alpha / beta) (hartree) = 0.0027 / -0.0147
- spin multiplicity = 2
- total energy (eV) = -24794.6580
- total charge = 0

Atoms and positions in Å:
O -0.914 -1.841 -0.044
C -2.179 -1.503 0.380
C -2.311 -0.043 0.787
O -1.778 0.830 -0.218
C -2.507 0.863 -1.442
Sn -0.246 2.133 0.127
H -2.532 -2.092 1.251
H -2.909 -1.705 -0.431
H -1.739 0.147 1.706
H -3.365 0.222 0.972
H -2.147 1.710 -2.037
H -2.326 -0.057 -2.014
H -3.580 0.984 -1.234
O 2.678 -1.246 -0.192
C 3.406 -0.227 0.039
C 2.594 1.052 0.222
O 1.199 0.909 0.141
Mg 0.710 -0.942 -0.219
H 2.985 1.774 -0.523
H 2.884 1.455 1.214

Cartesian forces (eV/Å) of the 3 atoms listed first:
0.404 0.498 0.171
-0.381 -0.197 -0.423
-0.472 -0.668 0.722

***

Which value of total charge does entry 3 give? 0